[1]
An isolated molecule of C4H8ClNS. Source: the OMol25 dataset; level of theory: ωB97M-V/def2-TZVPD.

ΔE to the lowest compared entry with this formula, charge and spin (eV): 0.338
Charge: 0
LUMO level (eV): 0.8
HOMO (hartree): -0.3402
SMILES: N[C@H]1C[C@@H](S)[C@H]1Cl

Each line ends with the natural charge from an NBO analysis.
Positions of all 15 atoms, in Å:
N1 -2.06753 -0.13038 -0.61803  -0.816
C1 -0.93263 -0.38800 0.23338  -0.049
C2 0.38123 -0.87869 -0.44675  -0.427
C3 1.16427 0.03064 0.45912  -0.315
S1 2.80859 0.67689 -0.24489  -0.044
C4 -0.08966 0.82057 0.76231  -0.219
Cl1 -0.30341 2.28669 -0.22311  -0.059
H1 -1.93395 0.76126 -1.07897  0.368
H2 -2.89783 0.03067 -0.06396  0.358
H3 -1.19263 -0.92863 1.13159  0.201
H4 0.57530 -1.97366 -0.42520  0.217
H5 0.45593 -0.60423 -1.51745  0.224
H6 1.38972 -0.53379 1.37761  0.221
H7 2.86832 -0.29067 -1.15359  0.123
H8 -0.22569 1.12133 1.80794  0.217

[2]
A structure of composition C33H57F3Hg2N8O16S. Source: the OMol25 dataset; level of theory: ωB97M-V/def2-TZVPD.

Spin multiplicity: 2
Charge: -1
LUMO level (alpha / beta) (eV): 0.6 / 0.6
HOMO (alpha / beta) (hartree): -0.0956 / -0.1018

Each line ends with the Mulliken spin population.
Positions of all 120 atoms, in Å:
Hg1 -1.45976 3.88620 -0.12831  0.685
Hg2 -3.85170 1.52680 1.41577  0.104
O1 -3.34006 2.59030 -0.56871  0.046
H1 -3.02040 1.84739 -1.11683  -0.012
O2 -2.02308 5.07306 4.38402  -0.022
C1 -2.24876 3.68151 4.69158  0.001
C2 -1.70798 2.81130 3.53451  -0.013
O3 -2.20431 3.01483 2.24652  -0.051
H2 -3.30708 3.49281 4.87172  0.001
H3 -1.74356 3.42483 5.62271  0.003
H4 -1.83862 1.80208 3.92503  0.006
H5 -0.61941 2.86348 3.51469  0.004
C3 0.60737 -0.07066 1.69097  0.002
F1 1.63728 0.52933 1.16856  0.001
F2 1.01666 -1.32057 1.84998  0.000
F3 0.36273 0.44010 2.87672  -0.002
S1 -0.87221 0.26995 0.50709  0.055
O4 -0.70194 1.69153 0.12276  0.191
O5 -0.62012 -0.78168 -0.51356  -0.005
O6 -2.10430 0.19221 1.29537  -0.008
C4 -0.55810 0.45714 -5.46260  0.000
O7 -1.21407 -0.39997 -6.14301  0.000
N1 -0.91203 1.16098 -4.31749  -0.001
C5 0.07681 1.96910 -3.53467  -0.052
C6 -2.17971 0.87549 -3.58711  0.001
H6 0.39043 0.87240 -5.83681  0.000
H7 0.85384 1.32540 -3.12239  -0.003
H8 -0.38318 2.55110 -2.73606  0.066
H9 0.47225 2.69705 -4.24305  -0.004
H10 -2.64280 1.80660 -3.26050  0.002
H11 -2.88566 0.35454 -4.23390  0.001
H12 -1.95591 0.30443 -2.68604  -0.005
C7 2.15376 3.70186 -0.66520  0.062
O8 1.05329 3.81741 -0.19017  -0.089
N2 2.54427 4.57270 -1.65619  -0.009
C8 1.74460 5.69991 -2.10718  0.037
C9 3.57757 4.15745 -2.63919  -0.001
H13 2.90493 2.97254 -0.32453  0.007
H14 2.23752 6.64532 -2.33376  0.004
H15 1.05843 6.03028 -1.32735  0.001
H16 1.18925 5.42684 -3.00446  -0.006
H17 4.41635 4.84874 -2.72096  0.000
H18 3.89736 3.12051 -2.53636  0.000
H19 3.06198 4.10897 -3.59832  0.000
C10 4.09574 3.16268 4.37446  0.000
O9 5.30346 3.05372 4.35103  0.000
N3 3.39198 3.70017 3.29374  0.000
C11 4.13429 4.01195 2.07808  0.000
C12 1.91619 3.69953 3.18064  0.006
H20 3.50480 2.99035 5.28730  0.000
H21 3.50915 4.64324 1.44658  0.000
H22 4.40387 3.14268 1.47824  0.000
H23 5.05896 4.52610 2.34022  0.000
H24 1.37050 3.37868 4.06798  0.000
H25 1.57804 4.61752 2.69995  -0.001
H26 1.66738 2.96454 2.41514  0.000
C13 -2.58311 -3.82071 -1.03147  -0.001
O10 -3.17655 -4.28352 -0.05632  0.000
N4 -2.99790 -4.00136 -2.27187  0.000
C14 -2.15848 -3.59343 -3.36306  0.000
C15 -4.23483 -4.63601 -2.57995  0.000
H27 -1.84994 -2.99934 -1.03604  0.001
H28 -1.18312 -3.13630 -3.19628  0.000
H29 -2.76712 -2.95853 -4.00692  0.000
H30 -1.97271 -4.44841 -4.01314  0.000
H31 -4.51650 -5.37187 -1.82678  0.000
H32 -5.02204 -3.88340 -2.62437  0.000
H33 -4.13432 -5.17648 -3.52116  0.000
C16 1.71472 -0.17811 5.55620  0.000
O11 2.66046 0.39065 6.04924  0.000
N5 0.36113 -0.27305 5.82760  -0.001
C17 -0.56744 -1.27859 5.34466  0.001
C18 -0.23742 0.56331 6.85873  0.000
H34 1.90612 -1.02391 4.87783  0.000
H35 -1.14327 -0.99227 4.46458  0.001
H36 -1.15839 -1.58417 6.20808  0.000
H37 -0.03457 -2.19478 5.09021  0.000
H38 0.46820 1.34640 7.13617  0.000
H39 -1.02673 1.27191 6.60777  0.000
H40 -0.40489 -0.01338 7.76838  0.000
C19 -5.35084 -1.29507 0.35921  0.007
O12 -4.72801 -0.16806 0.27666  -0.013
N6 -6.60825 -1.45269 0.79398  0.000
C20 -7.51209 -0.37754 1.26254  0.000
C21 -7.18266 -2.82677 0.96984  0.000
H41 -4.82243 -2.21262 0.05741  -0.001
H42 -8.35054 -0.28592 0.57210  0.000
H43 -6.95420 0.55838 1.23220  0.004
H44 -7.91667 -0.57829 2.25456  -0.001
H45 -8.14118 -2.99085 0.47745  0.000
H46 -6.55142 -3.67692 0.71123  0.000
H47 -7.32934 -2.93630 2.04436  0.000
C22 1.49495 -3.98671 -0.95826  0.000
C23 1.36112 -4.18516 -2.33024  0.000
C24 1.94337 -5.34984 -2.89347  0.000
C25 2.67119 -6.24354 -2.09279  0.000
C26 2.79502 -6.00070 -0.77570  0.000
C27 2.33753 -4.82868 -0.24295  0.000
N7 3.23325 -7.43017 -2.67806  0.000
O13 3.06066 -7.62557 -3.84005  0.000
O14 3.66508 -8.32594 -1.92402  0.000
H48 0.99644 -3.13997 -0.51001  0.000
H49 0.79595 -3.50143 -2.94628  0.000
H50 1.68633 -5.64245 -3.90079  0.000
H51 3.23698 -6.68815 -0.06966  0.000
H52 2.44283 -4.57849 0.80239  0.000
C28 4.50237 -0.20033 -0.78090  0.000
C29 3.27355 -0.75587 -0.98794  0.000
C30 2.79853 -0.81267 -2.30881  0.000
C31 3.55001 -0.27272 -3.30042  0.000
C32 4.77242 0.34277 -3.04590  0.000
C33 5.17339 0.51421 -1.76065  0.000
N8 3.01076 -0.20108 -4.67309  0.000
O15 3.36425 0.77774 -5.43326  0.000
O16 2.13739 -0.95653 -5.02768  0.000
H53 4.75704 -0.05879 0.25905  0.000
H54 2.55112 -1.04207 -0.23788  0.000
H55 1.81709 -1.19797 -2.54273  0.000
H56 5.26859 0.89726 -3.82870  0.000
H57 6.01285 1.07805 -1.38146  0.000

[3]
A structure of composition C27H23F3MnNO5S2. Source: the OMol25 dataset; level of theory: ωB97M-V/def2-TZVPD.

Spin multiplicity: 6
ΔE to the lowest compared entry with this formula, charge and spin (eV): 0.000
Charge: -1
LUMO level (alpha / beta) (eV): 2.4 / 2.4
HOMO (alpha / beta) (hartree): -0.1528 / -0.1772

Each line ends with the Mulliken spin population.
Positions of all 62 atoms, in Å:
Mn1 0.47538 0.69675 0.22364  4.859
C1 -1.70435 -4.86542 3.98989  0.000
O1 -2.44899 -3.77828 4.49570  0.001
C2 -2.22963 -2.55674 3.92294  0.002
C3 -2.96823 -1.49479 4.47859  0.004
C4 -2.78636 -0.23881 3.96916  -0.004
C5 -1.91800 0.04525 2.89233  0.042
C6 -1.77745 1.38464 2.38555  0.013
C7 -2.37294 2.58457 3.09882  0.010
O2 -1.15525 1.67607 1.35606  -0.008
C8 -1.19828 -1.05078 2.30144  -0.043
O3 -0.42871 -0.95413 1.29430  0.003
C9 -1.36845 -2.34282 2.88143  0.011
H1 -2.00434 -5.73661 4.56791  0.000
H2 -0.62979 -4.70504 4.10588  0.000
H3 -1.91984 -5.04139 2.93198  0.000
H4 -3.64152 -1.69306 5.30152  0.000
H5 -3.35079 0.56805 4.41565  0.000
H6 -2.96395 2.37097 3.98474  0.000
H7 -2.97443 3.13983 2.37964  0.000
H8 -1.53483 3.22332 3.37897  0.001
H9 -0.77950 -3.13203 2.43585  0.000
O4 2.00991 0.73250 -1.31948  0.015
N1 1.61369 0.69433 -2.56211  -0.009
C10 2.39503 0.04772 -3.45176  0.005
C11 2.05527 -0.05536 -4.77488  -0.001
C12 0.85777 0.52583 -5.20491  0.006
C13 0.07241 1.18445 -4.28908  0.000
C14 0.43520 1.29351 -2.93626  0.019
S1 -0.49790 2.11026 -1.76178  0.014
H10 3.28329 -0.37098 -3.00416  0.001
H11 2.71258 -0.58474 -5.44968  0.000
H12 0.54907 0.45968 -6.24040  0.001
H13 -0.86177 1.64496 -4.57826  -0.003
O5 -0.13867 -1.10212 -1.37372  0.007
S2 -1.01742 -2.24451 -0.99672  -0.005
C15 -1.61060 -2.83891 -2.60136  0.006
C16 -1.39232 -2.05930 -3.72676  -0.001
C17 -1.83754 -2.51368 -4.95841  0.001
C18 -2.49030 -3.73648 -5.05896  0.000
C19 -2.69245 -4.51408 -3.92770  0.000
C20 -2.24409 -4.06822 -2.69202  -0.001
C21 -2.60903 -1.57841 -0.48764  -0.002
C22 -3.47995 -2.39190 0.21911  0.000
C23 -4.68315 -1.86602 0.66880  0.000
C24 -4.98948 -0.53521 0.42314  0.000
C25 -4.09847 0.26965 -0.27552  0.002
C26 -2.89890 -0.24923 -0.73845  0.031
H14 -0.86666 -1.11721 -3.61534  0.000
H15 -1.67292 -1.91313 -5.84427  0.000
H16 -2.83170 -4.08886 -6.02452  0.000
H17 -3.19247 -5.47140 -4.00754  0.000
H18 -2.38381 -4.67296 -1.80275  0.000
H19 -3.20738 -3.41575 0.44974  0.001
H20 -5.36386 -2.48685 1.23767  0.000
H21 -5.91620 -0.11777 0.79808  0.000
H22 -4.32403 1.31533 -0.44611  0.000
H23 -2.17832 0.37418 -1.25836  -0.035
F1 1.45403 0.98344 3.16143  0.000
C27 2.02837 0.91184 1.89297  0.062
F2 2.89352 -0.16303 2.01294  -0.001
F3 2.88750 2.00030 1.89084  -0.006

What are the DFT total energy values for these records? In order: -29124.672, -107151.092, -101244.998 eV.